# 1
The following is a quantum chemistry calculation of C5H8N2O as an isolated structure, from the OMol25 dataset.

Structure (XYZ):
```
16
Properties=species:S:1:pos:R:3:forces:R:3
C -2.7046 -0.2436 0.1704 0.7 -2.5 1.2
C -1.3279 -0.3272 0.1688 -1.5 0.6 -0.6
C 0.4839 1.0129 -0.0871 -2.4 -6.8 2.0
C 0.8945 2.1328 -0.3129 5.9 9.0 0.0
C 1.4147 -1.1812 -0.0069 4.6 0.8 2.8
H -3.3408 0.6171 -0.3758 1.7 -2.4 1.6
H -3.1433 -1.2288 0.7440 0.4 2.9 -1.7
H -0.3240 -1.1556 0.5234 -5.5 2.7 -0.7
H 1.9065 2.6540 0.0767 -2.7 -1.5 -1.3
H 0.0899 2.6041 -0.8117 0.1 1.9 -0.6
H 1.8070 0.1203 1.4994 -1.7 0.6 -2.3
H 2.3731 -1.6227 0.3352 -0.7 -0.5 0.1
H 0.8377 -2.6138 -1.1108 -0.1 2.8 0.0
N 1.1721 -0.0186 0.6400 1.6 1.3 1.7
N 0.6681 -1.5537 -0.8844 -1.8 -5.4 -4.3
O -0.8069 0.8040 -0.5683 1.4 -3.4 2.2
```
Positions in Å, forces in eV/Å.

Values from the calculation:
Relative energy (zero: lowest compared OMol25 entry of this formula, charge and spin) ... 6.744 eV
Multiplicity ... 1
LUMO energy ... 0.54 eV

Atom charges from the Mulliken analysis, given in e for atoms 1 to 2:
1. C -0.656
2. C 0.297

# 2
The following is a quantum chemistry calculation of C9H20AlNO7 as an isolated structure, from the OMol25 dataset.

Structure (XYZ):
```
38
Properties=species:S:1:pos:R:3:forces:R:3
C -1.7605 1.5945 -1.4800 0.0 0.0 -0.2
C -0.3018 2.0062 -1.2827 -0.4 0.0 0.1
C 0.5415 0.9387 -0.5647 -0.6 1.0 -0.2
C 0.1906 0.9202 0.9213 0.4 -1.0 -0.6
O 0.9819 -0.0055 1.6243 -0.1 0.1 0.5
Al 0.6834 0.0977 3.4353 -0.4 0.5 0.4
O 0.3933 -1.5902 4.0577 0.4 0.4 -0.6
C 1.0347 -2.5555 3.3081 -0.4 -0.5 0.5
C 0.1949 -3.1373 2.1322 0.0 0.0 0.1
C -1.2357 -2.6331 2.0914 0.0 0.0 -0.5
O 0.8175 -2.9504 0.8602 0.2 -0.4 -0.2
C -0.9163 1.2893 3.9211 -0.7 0.3 -0.2
O -0.6938 2.3131 4.6462 0.0 -0.4 -0.2
O -2.0821 0.9864 3.4604 0.8 0.0 0.2
H -2.3958 2.4521 -1.6999 0.0 0.1 -0.1
H -2.1743 1.1171 -0.5982 0.0 -0.1 0.1
H -1.8469 0.9075 -2.3248 0.0 -0.2 0.0
H 0.0994 2.2498 -2.2670 0.2 0.0 0.2
H -0.3058 2.9232 -0.6919 0.2 0.1 0.1
H 1.5815 1.2318 -0.7006 0.3 -0.4 0.0
H 0.3183 -0.0142 -1.0444 0.4 -0.3 0.1
H -0.8552 0.6239 1.0095 -0.3 0.4 0.2
H 0.3198 1.9400 1.2935 -0.1 0.2 0.2
H 2.0455 0.7372 4.0685 0.3 -0.3 0.0
H 2.0135 -2.2208 2.9228 0.0 0.0 -0.2
H 1.2621 -3.4141 3.9633 0.1 -0.1 0.1
H 0.1442 -4.2219 2.2742 0.1 -0.2 -0.1
H -1.3262 -1.5680 2.2733 0.0 0.1 0.2
H -1.8703 -3.1803 2.7839 0.0 0.1 0.3
H -1.6077 -2.8275 1.0839 -0.1 -0.1 -0.1
H 1.4644 -2.2463 0.9534 -0.2 0.6 0.0
C 0.7624 1.0829 -6.4223 -0.1 0.0 -0.1
N 0.7378 1.3025 -4.9487 0.0 0.0 -0.1
O -0.1565 1.9826 -4.5007 -0.1 0.1 -0.2
O 1.6223 0.7774 -4.3141 0.2 -0.1 0.1
H -0.0798 1.6049 -6.8603 0.0 0.0 0.0
H 1.7052 1.4728 -6.7928 0.0 -0.1 0.0
H 0.6946 0.0128 -6.5914 0.1 0.0 0.0
```
Positions in Å, forces in eV/Å.

Values from the calculation:
Charge ... -2
Multiplicity ... 1
LUMO energy ... 3.56 eV

Atom charges from the Mulliken analysis, given in e for atoms 1 to 2:
1. C -1.204
2. C -0.408

Summary of DFT total energy in a.u.
-379.8403; -1178.7441
(order as listed above)
Summary of max |F| in eV/A
10.8; 1.2
(order as listed above)